Entry 1:
Computed, not measured: a 11-piece molecular cluster, C50H68ClN11O6Si overall, with the ωB97M-V functional and the def2-TZVPD basis.

Results
HOMO = -8.7270 eV
E = -3749.03598 a.u.
SMILES string = CC(=O)NCCCCc1ccc(C[C@@H](C)Cl)c2c1C(=O)c1cc(CC(=O)O)cc(CCO[Si](C)(C)C)c1C2=O.CC#N.CC#N.CC#N.CC#N.CC#N.CC#N.CC#N.CC#N.CC#N.CC#N
max |F| = 0.107 hartree/bohr

Last column: Mulliken charge in e.
Element x y z (Å)
C  9.81  4.31  -0.75  -0.861
C  8.22  4.48  -0.53  0.665
O  7.74  3.94  0.51  -0.598
N  7.45  5.27  -1.48  -0.310
C  5.99  4.94  -1.47  -0.745
C  5.61  3.65  -2.42  -0.101
C  4.46  4.16  -3.41  -0.605
C  3.74  3.00  -4.25  -1.089
C  3.37  1.69  -3.42  0.398
C  4.35  0.46  -3.59  -0.887
C  3.99  -0.84  -2.83  -0.715
C  2.71  -1.00  -1.92  -0.069
C  2.49  -2.45  -1.26  -1.225
C  3.67  -2.76  -0.18  0.327
C  3.50  -1.95  1.20  -0.626
Cl  3.94  -4.58  0.06  -0.292
C  1.76  0.22  -1.73  0.476
C  2.10  1.56  -2.50  0.324
C  1.12  2.79  -2.35  0.237
O  1.40  4.00  -2.53  -0.649
C  -0.39  2.46  -1.88  0.138
C  -1.45  3.54  -2.23  -1.207
C  -2.93  3.36  -1.79  0.487
C  -4.10  4.42  -2.05  -0.134
C  -5.28  3.78  -2.91  0.500
O  -5.10  3.47  -4.11  -0.558
O  -6.54  3.58  -2.27  -0.431
C  -3.27  2.04  -1.01  -0.208
C  -2.21  0.96  -0.67  0.592
C  -2.69  -0.31  0.17  -1.063
C  -2.86  -0.02  1.74  0.243
O  -1.59  -0.28  2.39  -0.477
Si  -0.89  1.15  3.07  0.808
C  1.04  0.89  2.97  -0.816
C  -1.24  2.77  2.12  -0.445
C  -1.26  1.39  4.95  -0.999
C  -0.72  1.13  -1.10  0.268
C  0.46  0.11  -0.77  0.709
O  0.37  -0.69  0.19  -0.653
H  10.01  3.53  -1.57  0.248
H  10.27  3.98  0.25  0.183
H  10.28  5.31  -1.07  0.297
H  7.85  5.23  -2.43  0.314
H  5.55  4.81  -0.42  0.297
H  5.45  5.86  -1.91  0.373
H  6.55  3.27  -2.94  0.246
H  5.26  2.82  -1.70  0.170
H  4.96  4.86  -4.18  0.325
H  3.75  4.82  -2.80  0.337
H  2.77  3.34  -4.78  0.323
H  4.47  2.68  -5.08  0.431
H  5.28  0.55  -4.24  0.281
H  4.69  -1.74  -2.95  0.356
H  2.66  -3.22  -2.10  0.562
H  1.44  -2.65  -0.86  0.306
H  4.65  -2.38  -0.67  0.321
H  4.45  -1.29  1.33  0.262
H  2.58  -1.28  1.21  -0.144
H  3.54  -2.72  2.05  0.400
H  -1.15  4.50  -2.78  0.297
H  -4.53  4.67  -1.01  -0.197
H  -3.71  5.43  -2.47  0.388
H  -6.87  2.70  -2.56  0.327
H  -4.37  1.94  -0.68  0.241
H  -3.76  -0.57  -0.22  0.499
H  -2.08  -1.27  -0.03  0.178
H  -3.60  -0.83  2.14  0.039
H  -3.34  0.99  1.99  -0.012
H  1.20  -0.25  2.90  0.069
H  1.61  1.39  3.82  0.438
H  1.33  1.30  1.92  0.063
H  -2.37  3.02  2.17  0.072
H  -0.70  3.63  2.71  0.411
H  -0.83  2.81  1.06  -0.012
H  -0.27  1.71  5.46  0.254
H  -2.01  2.22  5.17  0.146
H  -1.56  0.41  5.47  0.299
C  -3.77  5.60  5.14  -0.897
C  -2.37  5.16  4.82  0.509
N  -1.27  4.81  4.57  -0.479
H  -3.92  6.62  4.80  0.301
H  -4.48  4.95  4.64  0.233
H  -3.93  5.55  6.22  0.344
C  -6.60  6.47  0.76  -0.716
C  -5.53  5.82  1.58  0.362
N  -4.68  5.31  2.23  -0.399
H  -7.58  6.17  1.13  0.273
H  -6.51  7.56  0.83  0.287
H  -6.51  6.17  -0.28  0.237
C  -6.77  -1.06  3.07  -0.609
C  -6.42  0.17  2.28  0.359
N  -6.15  1.15  1.65  -0.493
H  -5.89  -1.42  3.61  0.388
H  -7.55  -0.82  3.79  0.324
H  -7.13  -1.84  2.40  -0.007
C  -0.76  -1.92  -3.83  -0.289
C  0.64  -2.36  -4.14  0.471
N  1.75  -2.72  -4.40  -0.552
H  -0.90  -0.89  -4.16  0.286
H  -1.48  -2.56  -4.34  0.199
H  -0.93  -1.98  -2.75  -0.035
C  2.36  -7.42  -1.35  -0.224
C  2.37  -8.80  -0.77  0.234
N  2.37  -9.89  -0.31  -0.419
H  1.35  -7.15  -1.65  0.217
H  2.72  -6.70  -0.60  -0.075
H  3.01  -7.38  -2.22  0.286
C  9.24  3.10  3.20  -0.190
C  10.60  3.10  3.83  0.292
N  11.68  3.09  4.33  -0.410
H  8.87  2.08  3.11  0.247
H  8.55  3.68  3.82  0.265
H  9.30  3.55  2.21  -0.216
C  -3.47  -5.67  -4.71  -0.753
C  -2.63  -5.21  -3.55  0.367
N  -1.97  -4.86  -2.64  -0.398
H  -4.46  -5.98  -4.35  0.268
H  -3.60  -4.85  -5.42  0.277
H  -2.99  -6.51  -5.21  0.271
C  -7.77  -4.98  0.32  -0.780
C  -6.93  -4.52  1.47  0.440
N  -6.26  -4.16  2.38  -0.452
H  -8.75  -5.29  0.67  0.270
H  -7.88  -4.17  -0.40  0.268
H  -7.29  -5.83  -0.18  0.299
C  4.55  -12.85  -0.84  -0.678
C  5.18  -13.68  -1.92  0.299
N  5.68  -14.33  -2.77  -0.381
H  3.55  -12.55  -1.14  0.244
H  4.48  -13.43  0.08  0.269
H  5.15  -11.95  -0.66  0.242
C  -9.01  -3.43  5.96  -0.781
C  -9.20  -2.48  4.81  0.502
N  -9.34  -1.74  3.90  -0.536
H  -9.53  -3.05  6.84  0.313
H  -9.41  -4.41  5.70  0.267
H  -7.95  -3.53  6.19  0.266

Entry 2:
Computed, not measured: C23H63N27O15S as an isolated structure, with the ωB97M-V functional and the def2-TZVPD basis.

Results
HOMO = -8.0572 eV
E = -3919.64480 a.u.
max |F| = 0.135 hartree/bohr

Last column: Mulliken charge in e.
Element x y z (Å)
C  3.60  1.23  -2.85  -0.580
C  2.79  1.34  -4.27  0.139
O  3.65  1.19  -5.42  -0.561
C  2.05  2.79  -4.22  -0.594
N  1.14  2.87  -5.40  -0.319
C  0.41  4.17  -5.49  -0.174
C  -0.50  4.52  -4.21  -0.251
O  -1.92  4.67  -4.54  -0.448
C  -2.54  3.39  -4.60  0.276
C  -2.91  2.80  -6.02  -0.173
C  -3.62  1.44  -6.15  -0.824
C  -3.97  0.62  -4.86  0.573
N  -4.67  -0.65  -4.79  -0.569
S  -4.73  -1.00  -3.11  0.211
N  -3.93  0.29  -2.26  -0.614
C  -3.59  1.13  -3.41  0.407
C  -2.86  2.54  -3.36  0.116
O  -2.52  2.99  -2.02  -0.545
H  2.77  1.23  -2.04  0.345
H  4.15  2.23  -2.74  0.002
H  4.28  0.31  -2.80  0.078
H  2.02  0.47  -4.22  0.254
H  3.75  0.21  -5.57  0.365
H  2.87  3.59  -4.19  0.212
H  1.52  2.82  -3.20  0.239
H  1.78  2.87  -6.22  0.260
H  -0.30  4.10  -6.40  0.255
H  1.12  5.06  -5.70  0.185
H  -0.15  5.57  -3.83  0.290
H  -0.38  3.81  -3.32  0.128
H  -2.64  3.40  -6.96  0.304
H  -3.90  0.98  -7.16  0.317
H  -1.67  2.50  -1.83  0.323
C  5.49  4.18  -0.61  0.705
O  4.40  3.66  -0.40  -0.615
N  6.66  3.52  -0.44  -0.400
N  5.61  5.47  -1.02  -0.415
H  7.56  3.93  -0.60  0.151
H  6.60  2.56  -0.13  0.225
H  4.76  5.99  -1.16  0.221
H  6.50  5.91  -1.20  0.147
C  -2.19  -1.46  0.63  0.587
O  -1.35  -1.57  -0.26  -0.705
N  -3.39  -0.87  0.42  -0.017
N  -1.99  -1.91  1.89  -0.271
H  -4.10  -0.77  1.13  0.162
H  -3.58  -0.52  -0.51  0.264
H  -1.11  -2.35  2.09  0.183
H  -2.67  -1.82  2.62  0.166
C  6.52  -1.30  -2.01  0.585
O  5.72  -0.57  -1.43  -0.638
N  6.77  -1.20  -3.34  -0.218
N  7.23  -2.26  -1.38  -0.403
H  7.43  -1.78  -3.83  0.256
H  6.27  -0.49  -3.85  0.161
H  7.08  -2.37  -0.39  0.227
H  7.89  -2.86  -1.83  0.159
C  1.39  -1.82  3.69  0.742
O  0.76  -2.70  3.12  -0.804
N  0.80  -0.77  4.30  -0.338
N  2.74  -1.82  3.77  -0.438
H  1.30  -0.04  4.77  0.161
H  -0.21  -0.73  4.27  0.216
H  3.22  -2.59  3.32  0.195
H  3.28  -1.11  4.23  0.176
C  0.07  -4.08  6.57  0.565
O  0.57  -2.97  6.63  -0.652
N  -0.19  -4.71  5.40  -0.274
N  -0.27  -4.79  7.68  -0.479
H  -0.60  -5.62  5.33  0.173
H  0.05  -4.21  4.55  0.214
H  -0.10  -4.36  8.57  0.232
H  -0.68  -5.71  7.65  0.178
C  10.31  -1.10  -4.98  0.638
O  9.23  -1.63  -4.78  -0.688
N  11.48  -1.76  -4.81  -0.398
N  10.44  0.18  -5.39  -0.384
H  12.39  -1.35  -4.97  0.164
H  11.43  -2.72  -4.51  0.217
H  9.59  0.70  -5.53  0.219
H  11.32  0.63  -5.56  0.167
C  -7.24  -0.35  1.53  0.580
O  -6.29  -0.20  2.28  -0.711
N  -8.53  -0.30  1.95  -0.332
N  -7.10  -0.59  0.20  -0.225
H  -9.32  -0.42  1.35  0.192
H  -8.68  -0.12  2.93  0.229
H  -6.16  -0.64  -0.16  0.064
H  -7.87  -0.72  -0.43  0.250
C  -4.21  -5.20  9.28  0.621
O  -4.42  -5.51  8.12  -0.682
N  -2.99  -4.80  9.72  -0.309
N  -5.18  -5.23  10.23  -0.393
H  -2.80  -4.54  10.67  0.143
H  -2.25  -4.77  9.04  0.257
H  -6.10  -5.52  9.94  0.245
H  -5.03  -4.98  11.19  0.163
C  2.04  7.39  -7.72  0.639
O  2.03  6.75  -6.68  -0.670
N  3.10  7.38  -8.57  -0.407
N  1.00  8.16  -8.11  -0.384
H  3.12  7.90  -9.43  0.158
H  3.89  6.82  -8.32  0.223
H  0.20  8.19  -7.51  0.220
H  0.99  8.69  -8.97  0.163
C  4.95  -3.41  7.34  0.628
O  5.79  -3.53  6.46  -0.665
N  3.75  -2.83  7.13  -0.239
N  5.15  -3.86  8.61  -0.389
H  3.04  -2.73  7.84  0.146
H  3.56  -2.49  6.21  0.152
H  6.04  -4.30  8.80  0.224
H  4.48  -3.78  9.34  0.163
C  -7.37  -5.09  5.31  0.639
O  -7.98  -5.72  4.46  -0.672
N  -6.14  -5.44  5.74  -0.265
N  -7.88  -3.97  5.89  -0.375
H  -5.63  -4.93  6.44  0.159
H  -5.73  -6.26  5.33  0.167
H  -8.80  -3.68  5.60  0.209
H  -7.40  -3.44  6.59  0.166
C  -9.22  1.77  -1.31  0.564
O  -9.23  1.12  -0.27  -0.621
N  -8.16  1.78  -2.16  -0.245
N  -10.26  2.55  -1.70  -0.438
H  -8.14  2.30  -3.01  0.174
H  -7.37  1.21  -1.90  0.164
H  -11.07  2.57  -1.09  0.227
H  -10.27  3.09  -2.54  0.149